The following is a DFT calculation (ωB97M-V with the def2-TZVPD basis set) of a cluster of 13 separate species, C41H54Cl37FN2O6 in total.

## Properties
* LUMO level: -0.61 eV
* total charge: 0
* multiplicity: 1

Cartesian coordinates (Å):
C (6.89588, -2.13592, -1.27255)
C (5.56824, -1.28524, -0.99010)
C (4.48385, -2.27489, -0.39273)
C (3.01731, -1.68288, -0.51823)
O (2.31804, -2.39941, -1.55457)
C (1.09929, -1.81642, -1.86654)
C (1.10327, -0.51514, -2.48067)
C (-0.10671, 0.22296, -2.88252)
C (-1.38942, -0.39903, -2.68577)
C (-2.65110, 0.37107, -3.16097)
C (-3.33284, 1.29908, -2.07613)
C (-2.36290, 1.72454, -0.90464)
Cl (-3.36002, 2.76432, 0.25013)
C (-1.41082, -1.74896, -2.07694)
C (-2.81633, -2.41434, -1.92449)
C (-3.72734, -1.80906, -0.79223)
N (-3.75575, -2.59265, 0.46881)
C (-4.32826, -3.94459, 0.29653)
C (-4.12858, -4.73998, 1.67252)
C (-4.71258, -1.85841, 1.32787)
C (-4.27908, -1.22062, 2.69147)
O (-5.86375, -1.68782, 1.00571)
C (-0.22139, -2.46375, -1.65350)
C (-0.22321, -3.86398, -0.98950)
F (-0.92131, -4.84854, -1.75085)
C (-0.68591, -3.84808, 0.51993)
C (0.42353, -3.14801, 1.41983)
C (0.30778, 1.59611, -3.48021)
O (-0.24146, 2.34284, -4.23034)
N (1.63988, 1.75677, -2.92130)
C (1.60714, 2.50703, -1.62766)
C (2.48897, 1.88233, -0.50180)
C (2.61212, 2.85392, 0.74205)
O (1.86416, 2.35407, 1.88008)
C (0.53872, 2.75572, 1.83068)
C (0.09168, 4.25909, 1.94963)
O (-0.33023, 1.93707, 1.69995)
C (2.25481, 0.44068, -2.89402)
O (3.38353, 0.18597, -3.17882)
H (6.86447, -2.40529, -2.35954)
H (6.83127, -3.07670, -0.66829)
H (7.80855, -1.54988, -1.01395)
H (5.85131, -0.47336, -0.27521)
H (5.25949, -0.85558, -1.97356)
H (4.75929, -2.39712, 0.69080)
H (4.59233, -3.25892, -0.89928)
H (3.14127, -0.59588, -0.71406)
H (2.56343, -1.80021, 0.49849)
H (-2.30682, 1.05865, -3.98046)
H (-3.41078, -0.29371, -3.65244)
H (-4.28656, 0.86688, -1.67055)
H (-3.62838, 2.25135, -2.58195)
H (-1.54106, 2.33677, -1.38012)
H (-1.95456, 0.84250, -0.36541)
H (-3.34710, -2.21421, -2.89577)
H (-2.68032, -3.51721, -1.87674)
H (-4.73041, -1.59442, -1.23549)
H (-3.28811, -0.80602, -0.53039)
H (-3.83229, -4.56958, -0.47858)
H (-5.43254, -3.96971, 0.09137)
H (-3.30968, -5.49162, 1.49466)
H (-5.02928, -5.34266, 1.93896)
H (-3.76441, -4.08893, 2.49915)
H (-3.18442, -1.07838, 2.78631)
H (-4.80257, -0.22880, 2.72354)
H (-4.73225, -1.82275, 3.51888)
H (0.83678, -4.23123, -0.97142)
H (-0.76838, -4.89672, 0.91084)
H (-1.62858, -3.27863, 0.68850)
H (0.62755, -2.16290, 0.92100)
H (-0.05378, -2.88714, 2.40245)
H (1.32709, -3.78351, 1.53504)
H (0.54327, 2.44822, -1.26136)
H (1.92187, 3.55389, -1.85389)
H (3.53970, 1.65460, -0.83059)
H (2.02345, 0.94558, -0.09352)
H (3.67898, 2.88619, 1.07477)
H (2.29897, 3.89227, 0.46236)
H (0.99450, 4.90533, 2.06252)
H (-0.37924, 4.53697, 0.97155)
H (-0.63394, 4.39129, 2.78568)
C (6.29224, 1.96020, -3.90566)
Cl (7.87566, 1.95903, -4.69570)
Cl (6.45048, 2.37035, -2.19433)
Cl (5.19439, 3.08429, -4.71353)
H (5.87167, 0.96205, -3.98015)
C (-2.49038, 0.81210, 6.00293)
Cl (-2.71819, 0.93083, 4.25523)
Cl (-4.00431, 1.14767, 6.85072)
Cl (-1.87275, -0.78489, 6.44123)
H (-1.75913, 1.55496, 6.30364)
C (4.00433, 2.12329, -8.37429)
Cl (3.23765, 3.42871, -9.28619)
Cl (3.00323, 0.66751, -8.41088)
Cl (5.61784, 1.78409, -9.01238)
H (4.10493, 2.44225, -7.34041)
C (-6.33530, 4.06777, 2.20925)
Cl (-4.99889, 3.21075, 2.97839)
Cl (-7.87717, 3.57864, 2.92324)
Cl (-6.11502, 5.81620, 2.34727)
H (-6.34829, 3.80677, 1.15553)
C (10.03527, 2.34121, -0.14182)
Cl (9.72479, 2.15655, -1.87021)
Cl (8.67759, 3.15388, 0.65126)
Cl (10.33969, 0.76995, 0.60703)
H (10.91892, 2.95486, -0.01748)
C (-1.24614, 5.39664, -3.47538)
Cl (-1.14877, 4.61453, -1.89171)
Cl (-2.82675, 6.15410, -3.69597)
Cl (0.04665, 6.58648, -3.66019)
H (-1.12115, 4.63405, -4.23798)
C (-8.37581, 5.60159, 6.09408)
Cl (-7.03525, 4.74304, 6.86270)
Cl (-9.91731, 5.11398, 6.81102)
Cl (-8.15289, 7.34836, 6.22854)
H (-8.39131, 5.33916, 5.03961)
C (-10.28489, 2.19892, 9.04369)
Cl (-8.95365, 1.09163, 9.39755)
Cl (-11.70171, 1.30892, 8.47416)
Cl (-10.68687, 3.16574, 10.46685)
H (-9.96686, 2.87204, 8.25508)
C (2.56072, -7.11491, 1.71045)
Cl (1.05625, -7.82238, 1.11313)
Cl (2.78489, -5.49094, 1.05064)
Cl (2.57283, -7.07723, 3.47682)
H (3.38640, -7.73628, 1.37720)
C (-8.57240, -2.94419, -1.48860)
Cl (-9.40604, -1.65127, -2.35792)
Cl (-9.51823, -4.43615, -1.53679)
Cl (-6.96091, -3.20786, -2.16215)
H (-8.46124, -2.64258, -0.45161)
C (3.72137, -5.68980, -2.97949)
Cl (3.82138, -6.50532, -1.41931)
Cl (2.14996, -4.89533, -3.13975)
Cl (5.03898, -4.52798, -3.16242)
H (3.81268, -6.43049, -3.76690)
C (13.55223, 2.72587, 1.99542)
Cl (13.41110, 2.84009, 0.23559)
Cl (12.01839, 3.13773, 2.77402)
Cl (14.07499, 1.10807, 2.47164)
H (14.30271, 3.43742, 2.32297)

Forces on atoms 1 to 3 (eV/Å):
-1.05 0.36 0.01
0.99 -1.18 -0.18
0.19 1.31 -0.13

These are the Mulliken partial charges, in e, on atoms 1 to 99: -1.1042, 0.4568, -1.2348, 1.4391, 0.0455, -0.1276, 0.5235, 0.4327, 0.6525, -1.3929, -0.8285, 0.8111, -0.0479, 1.5076, -1.8542, -0.2989, 0.1176, -0.1739, -1.0711, 0.4859, -1.0028, -0.5530, 0.4508, 0.0134, -0.4878, 0.5838, -0.1276, -0.3692, -0.5775, 0.3428, 0.5571, 0.5286, -0.8102, -0.3401, 0.5027, -0.8390, -0.2704, -0.9224, -0.5031, 0.2228, 0.2949, 0.2578, 0.3097, -0.2166, 0.2989, 0.1002, -1.0188, 0.0150, 0.4716, 0.3521, 0.3432, 0.5178, -1.1874, 0.4188, 0.5792, 0.6889, 0.4378, -0.4960, 0.3501, 0.3465, 0.2560, 0.3125, 0.2537, 0.0857, 0.3801, 0.3201, 0.0287, 0.3713, -0.7763, -0.4065, 0.5044, -0.1699, -0.6039, 0.3429, 0.0928, -0.1067, 0.3111, 0.2970, 0.3704, 0.0900, 0.3453, 0.4113, -0.1720, -0.0728, -0.1490, -0.0124, -0.1326, 0.0813, -0.1146, -0.1452, 0.3407, 0.5040, -0.1314, -0.1301, -0.1250, -0.1131, -0.0019, -0.0072, -0.1457